[1]
Below is a molecular structure, C20H25BeF15N2O16 in a non-equilibrium geometry, with properties calculated with wB97M-V/def2-TZVPD.

CARTESIAN COORDINATES (ANGSTROEM)
F (1.332, -2.478, -4.202)
F (1.081, -0.348, -4.420)
F (3.656, 1.749, 0.946)
F (-1.906, 2.543, 3.731)
F (-4.359, -1.395, -1.229)
F (-1.461, -5.454, -0.646)
F (-5.731, -1.558, 0.469)
F (-1.766, -3.526, -1.613)
F (-1.558, 4.623, 3.528)
F (4.192, 1.716, -1.162)
F (-4.781, 0.302, 0.142)
F (-0.004, -4.713, -1.992)
F (2.881, -1.394, -5.063)
F (4.344, 3.495, 0.057)
F (0.003, 3.178, 3.129)
O (0.473, -4.496, 1.033)
O (3.859, -1.465, -2.575)
O (0.268, -2.514, -0.125)
O (-2.561, 0.234, -3.759)
O (-2.570, 3.987, 1.014)
O (1.910, 4.068, -0.744)
O (1.793, -0.860, -1.721)
O (-1.175, -0.823, -2.547)
O (-1.405, 1.156, -2.236)
O (-2.288, -1.271, 0.552)
O (1.319, 1.845, -0.801)
O (1.556, 0.129, 1.680)
O (-1.163, 2.185, 0.939)
O (1.582, -0.575, 3.634)
O (-3.698, -2.492, 1.739)
O (-0.211, -0.540, 2.465)
N (0.962, -0.341, 2.633)
N (-1.712, 0.211, -2.877)
C (-0.864, -4.354, -1.077)
C (-3.408, -3.207, 4.025)
C (4.554, -1.248, -1.309)
C (0.624, 4.620, -1.078)
C (-3.156, 3.917, -0.275)
C (-1.297, 3.449, 2.994)
C (5.578, -2.275, -1.067)
C (2.552, -1.151, -2.679)
C (-2.741, -2.865, 2.646)
C (0.528, 4.571, -2.580)
C (2.142, 2.755, -0.558)
C (3.581, 2.469, -0.174)
C (-3.437, 5.334, -0.701)
C (-0.053, -3.704, 0.074)
C (1.216, -3.924, 2.055)
C (-3.400, -1.553, 0.837)
C (-1.714, 3.149, 1.535)
C (2.534, -3.409, 1.538)
C (-4.619, -1.037, 0.044)
C (1.957, -1.354, -4.130)
Be (-0.168, -0.042, -0.174)
H (-2.063, -2.074, 2.966)
H (-4.260, -2.558, 4.224)
H (3.059, -4.166, 0.956)
H (3.283, -3.071, 2.254)
H (-3.872, -4.190, 4.112)
H (0.529, -3.323, 2.653)
H (-2.784, -2.953, 4.881)
H (6.060, -1.925, -0.154)
H (0.590, 5.627, -0.663)
H (0.133, 3.594, -2.857)
H (2.387, -2.539, 0.897)
H (-3.819, 5.422, -1.719)
H (-0.192, 4.101, -0.576)
H (-4.060, 5.897, -0.006)
H (-4.052, 3.301, -0.200)
H (5.098, -3.199, -0.745)
H (1.359, -4.710, 2.796)
H (3.855, -1.171, -0.476)
H (1.462, 4.810, -3.088)
H (-2.477, 3.248, -0.805)
H (6.396, -2.460, -1.763)
H (-2.472, 5.839, -0.672)
H (5.055, -0.287, -1.430)
H (-0.289, 5.234, -2.867)
H (-2.198, -3.765, 2.356)

As for the HOMO-LUMO gap: 7.27 eV. The calculation puts the energy above the lowest of the compared OMol25 structures with the same formula, charge and spin at 4.660 eV. The LUMO energy is -1.48 eV.

***

[2]
Below is 4 unconnected molecules or ions with the total composition C12H16O12 in a non-equilibrium geometry, with properties calculated with wB97M-V/def2-TZVPD.

CARTESIAN COORDINATES (ANGSTROEM)
O (-7.015, 19.969, 7.059)
O (-12.418, 14.280, 9.494)
O (-6.015, 18.124, 6.342)
O (-10.732, 15.387, 8.483)
O (-6.141, 23.617, 7.923)
O (-4.361, 20.856, 3.348)
O (-7.017, 25.569, 7.330)
O (-3.297, 20.810, 1.370)
O (-4.878, 25.469, 8.022)
O (-10.478, 14.669, 10.579)
O (-7.288, 18.052, 8.196)
O (-2.116, 20.969, 3.245)
C (-8.103, 24.658, 7.206)
C (-9.564, 16.058, 8.997)
C (-11.320, 14.737, 9.521)
C (-1.152, 20.995, 2.199)
C (-5.914, 24.942, 7.791)
C (-3.356, 20.872, 2.714)
C (-1.945, 20.516, 0.986)
C (-5.410, 19.186, 5.596)
C (-6.335, 20.376, 5.863)
C (-9.208, 15.171, 10.174)
C (-7.514, 23.315, 7.670)
C (-6.816, 18.656, 7.286)
H (-1.721, 21.086, 0.089)
H (-1.854, 19.450, 0.779)
H (-7.006, 20.560, 5.029)
H (-9.884, 17.050, 9.314)
H (-4.410, 19.361, 5.999)
H (-0.282, 20.394, 2.452)
H (-7.985, 22.995, 8.600)
H (-8.914, 24.981, 7.856)
H (-5.308, 18.926, 4.549)
H (-8.744, 15.718, 10.993)
H (-8.476, 24.611, 6.184)
H (-8.778, 16.126, 8.257)
H (-7.585, 22.497, 6.963)
H (-0.786, 22.015, 2.050)
H (-5.740, 21.241, 6.144)
H (-8.530, 14.361, 9.903)

As for the HOMO-LUMO gap: 10.89 eV. The calculation puts the energy above the lowest of the compared OMol25 structures with the same formula, charge and spin at 0.185 eV. The LUMO energy is 0.24 eV. The SMILES is O=C1OCCO1.O=C1OCCO1.O=C1OCCO1.O=C1OCCO1.

***

[3]
Below is a molecular structure, C17H32BrCl4CsF4INNaO14S3 in a non-equilibrium geometry, with properties calculated with wB97M-V/def2-TZVPD.

CARTESIAN COORDINATES (ANGSTROEM)
Cs (0.094, -3.270, -0.864)
I (5.668, 0.457, -2.656)
Br (3.980, -4.509, -5.833)
Cl (-5.492, 3.172, 5.616)
Cl (5.956, 1.306, -6.614)
Cl (8.761, 0.770, -7.119)
Cl (6.782, 0.114, -9.133)
S (2.414, -2.711, -2.609)
S (-6.893, 2.075, 3.378)
S (2.930, -2.423, -4.804)
Na (2.065, 0.450, -5.763)
F (3.453, 4.552, -2.935)
F (-0.329, -8.083, -6.727)
F (4.385, 3.394, -1.364)
F (3.643, 5.379, -0.958)
O (6.065, -2.194, -3.809)
O (-6.096, 3.286, 8.595)
O (1.516, -3.886, -2.570)
O (-4.454, 2.808, 10.066)
O (1.677, 2.734, -2.104)
O (-2.582, -0.858, 2.861)
O (-7.524, 0.813, 3.699)
O (-6.458, 2.103, 1.990)
O (-7.707, 3.217, 3.722)
O (-5.485, 2.145, 4.248)
O (1.762, -1.506, -2.006)
O (1.425, 3.990, -0.257)
O (-4.461, 4.782, 9.009)
O (-0.989, -6.962, -3.111)
N (-1.294, 0.430, 0.649)
C (5.371, -1.258, -3.935)
C (3.824, -3.130, -1.553)
C (-0.754, 2.888, -2.281)
C (-3.198, 3.420, 10.355)
C (7.120, 0.220, -7.411)
C (3.390, 4.260, -1.624)
C (-3.267, 0.151, 2.128)
C (-2.354, 1.131, 1.393)
C (-1.711, 2.174, 2.299)
C (0.426, 2.059, -1.822)
C (-2.136, -0.454, 4.142)
C (1.079, -7.630, -4.232)
C (-3.456, 4.874, 10.016)
C (-0.403, -7.385, -4.396)
C (2.029, 3.666, -1.231)
C (4.255, -1.186, -4.969)
C (-5.108, 3.594, 9.165)
H (0.458, 1.122, -2.375)
H (4.713, -1.385, -5.942)
H (-3.977, 0.682, 2.764)
H (4.584, -3.735, -2.045)
H (-2.433, 2.972, 9.718)
H (-2.831, 0.249, 4.608)
H (-0.835, -0.199, 1.305)
H (-0.590, -6.617, -5.137)
H (-2.575, 5.384, 9.636)
H (4.296, -2.239, -1.139)
H (-1.729, -0.194, -0.025)
H (-3.855, 5.436, 10.863)
H (0.353, 1.808, -0.765)
H (-0.654, 3.149, -3.337)
H (-3.857, -0.385, 1.380)
H (-2.975, 1.669, 0.673)
H (-0.892, 1.761, 2.889)
H (-0.819, 3.821, -1.724)
H (-1.296, 2.989, 1.704)
H (1.505, -7.947, -5.180)
H (-2.925, 3.269, 11.396)
H (-0.913, -8.282, -4.710)
H (-1.681, 2.336, -2.139)
H (-2.448, 2.600, 2.982)
H (-2.073, -1.346, 4.766)
H (1.592, -6.719, -3.892)
H (3.910, -0.146, -5.014)
H (-0.534, -6.157, -2.857)
H (7.010, -0.768, -6.981)
H (-1.136, -0.012, 4.090)
H (1.260, -8.402, -3.475)
H (3.426, -3.682, -0.678)

As for the HOMO-LUMO gap: 2.36 eV. The LUMO energy is -1.72 eV. Its charge is -1.

***

[4]
Below is 2 unconnected molecules or ions with the total composition C6H11N3 in a non-equilibrium geometry, with properties calculated with wB97M-V/def2-TZVPD.

CARTESIAN COORDINATES (ANGSTROEM)
N (-0.247, -2.115, 0.352)
N (2.448, -1.527, -0.293)
N (-1.665, -0.182, -0.041)
C (2.925, 2.112, -0.176)
C (-2.656, -0.531, -1.056)
C (-2.309, 0.215, 1.209)
C (-0.578, -1.022, 0.080)
C (2.099, 0.916, -0.111)
C (1.891, -0.305, -0.070)
H (2.763, 2.776, 0.676)
H (3.194, -1.819, 0.324)
H (-3.240, 0.352, -1.329)
H (4.004, 1.931, -0.158)
H (-2.195, -1.001, -1.922)
H (-3.445, -1.205, -0.702)
H (-2.917, 1.105, 1.032)
H (2.792, 2.674, -1.103)
H (1.730, -2.246, -0.294)
H (-3.038, -0.500, 1.607)
H (-1.554, 0.372, 1.976)

As for the HOMO-LUMO gap: 8.83 eV. The calculation puts the energy above the lowest of the compared OMol25 structures with the same formula, charge and spin at 4.747 eV. The LUMO energy is 0.81 eV. The SMILES is CN(C)C#N.CC#CN.

***

[5]
Below is 3 unconnected molecules or ions with the total composition C2H12NO2S in a non-equilibrium geometry, with properties calculated with wB97M-V/def2-TZVPD.

CARTESIAN COORDINATES (ANGSTROEM)
S (1.030, -0.621, -2.555)
O (-2.425, 1.555, -1.188)
O (0.608, -0.380, 3.179)
N (-0.016, -1.387, 0.428)
C (1.291, 0.269, -0.908)
C (0.104, -0.003, -0.006)
H (0.541, 0.364, -3.392)
H (-3.009, 0.933, -1.539)
H (1.255, 1.279, -1.368)
H (0.805, -1.512, 1.034)
H (-2.609, 2.355, -1.770)
H (2.304, 0.007, -0.559)
H (0.027, 0.504, 0.916)
H (-0.739, -1.774, 1.045)
H (-0.801, 0.365, -0.366)
H (0.038, 0.036, 3.924)
H (1.492, -0.019, 3.523)
H (0.104, -1.971, -0.400)

As for the HOMO-LUMO gap: 9.85 eV. The calculation puts the energy above the lowest of the compared OMol25 structures with the same formula, charge and spin at 1.487 eV. The LUMO energy is -3.23 eV. Its charge is +1.

***

[6]
Below is 5 unconnected molecules or ions with the total composition C15H22N8O7 in a non-equilibrium geometry, with properties calculated with wB97M-V/def2-TZVPD.

CARTESIAN COORDINATES (ANGSTROEM)
O (4.262, -0.094, 1.277)
O (2.631, -1.312, 0.601)
O (-1.431, 2.622, 0.764)
O (-0.341, -1.665, -0.983)
O (0.003, 3.544, -0.544)
O (-5.759, 0.253, 1.296)
O (2.183, -5.524, -1.188)
N (-0.099, -0.078, 0.563)
N (1.378, -3.658, -2.139)
N (0.248, -4.625, -0.278)
N (-3.674, 0.925, 1.782)
N (-1.088, 3.479, -0.046)
N (3.778, -1.161, 0.984)
N (-2.199, -0.443, -0.592)
N (-4.621, 1.597, -0.182)
C (-0.854, -0.761, -0.400)
C (-4.221, 5.497, -0.266)
C (-3.339, 4.558, 0.181)
C (5.863, -2.246, 1.695)
C (-2.104, 4.502, -0.471)
C (1.375, -4.655, -1.152)
C (6.260, -4.505, 0.977)
C (4.673, -2.359, 0.956)
C (-4.778, 0.922, 1.025)
C (5.022, -4.625, 0.339)
C (-1.733, 5.327, -1.467)
C (4.212, -3.468, 0.338)
C (6.662, -3.326, 1.620)
C (-3.869, 6.373, -1.311)
C (-2.645, 6.236, -1.932)
H (0.852, -0.360, 0.634)
H (-5.210, 5.633, 0.185)
H (-2.645, -0.131, 0.221)
H (-3.678, 3.837, 0.891)
H (2.289, -3.646, -2.627)
H (-3.610, 0.472, 2.670)
H (4.696, -5.505, -0.122)
H (6.964, -5.317, 0.763)
H (-3.737, 1.558, -0.639)
H (-0.300, -3.813, -0.439)
H (-5.347, 1.521, -0.884)
H (7.642, -3.322, 2.045)
H (-0.782, 5.298, -1.946)
H (-4.642, 6.922, -1.784)
H (-2.746, -1.130, -1.042)
H (-0.406, 0.834, 0.848)
H (3.175, -3.420, 0.027)
H (-2.935, 1.608, 1.613)
H (0.160, -5.182, 0.555)
H (-2.491, 6.939, -2.780)
H (6.040, -1.348, 2.329)
H (0.915, -2.776, -1.963)

As for the HOMO-LUMO gap: 8.24 eV. The calculation puts the energy above the lowest of the compared OMol25 structures with the same formula, charge and spin at 0.000 eV. The LUMO energy is -1.13 eV. The SMILES is O=[N+]([O-])c1ccccc1.O=[N+]([O-])c1ccccc1.NC(N)=O.NC(N)=O.NC(N)=O.

***

[7]
Below is C7H6 in the gas phase in a non-equilibrium geometry, with properties calculated with wB97M-V/def2-TZVPD.

CARTESIAN COORDINATES (ANGSTROEM)
C (0.992, -0.879, 0.546)
C (0.688, -1.408, -1.012)
C (-0.686, -1.429, -0.919)
C (0.143, 1.735, 1.024)
C (1.235, -0.077, -0.547)
C (0.032, 0.405, 0.259)
C (-1.003, -0.446, 0.080)
H (-0.385, 2.491, 0.365)
H (1.169, 1.932, 1.053)
H (-2.046, -0.009, 0.279)
H (-1.283, -1.859, -1.727)
H (1.407, -2.161, -1.391)
H (-0.263, 1.706, 1.990)

As for the HOMO-LUMO gap: 9.84 eV. The calculation puts the energy above the lowest of the compared OMol25 structures with the same formula, charge and spin at 3.962 eV. The LUMO energy is 0.37 eV. The SMILES is C[C@]12C=C[C@@H]3C1=C32.

***

[8]
Below is a molecular structure, C3H4N2, with properties calculated with wB97M-V/def2-TZVPD.

CARTESIAN COORDINATES (ANGSTROEM)
N (-0.508, 0.178, 1.030)
N (1.771, 0.859, -0.527)
C (1.810, -0.380, -0.151)
C (-0.959, -0.343, -0.300)
C (0.417, 0.049, -0.023)
H (-1.637, 0.323, -0.828)
H (-0.381, -0.555, 1.726)
H (-1.165, -1.407, -0.403)
H (0.652, 1.275, -0.523)

As for the HOMO-LUMO gap: 10.24 eV. The calculation puts the energy above the lowest of the compared OMol25 structures with the same formula, charge and spin at 6.181 eV. The LUMO energy is 0.92 eV.